61
Properties=species:S:1:pos:R:3:lowdin_charge:R:1 method="wB97M-V/def2-TZVPD" homo_lumo_gap_ha=0.3369 largest_force_ev_per_a=0.93 de_lowest_kcal_mol=91.7 smiles=OCCC#Cc1ccc(CN2CCN(CCc3ccccc3)[C@H](CCO)C2)cc1 charge=0
O 9.77521 -2.72113 3.56374 -0.066
H 10.33564 -3.24795 2.98270 0.086
C 8.43956 -2.83663 3.13946 -0.279
H 7.85510 -2.23117 3.83621 0.125
C 8.23328 -2.32543 1.70485 -0.190
C 6.84163 -2.40864 1.31799 -0.016
C 5.68016 -2.49318 1.01624 0.019
C 4.31546 -2.58359 0.65213 -0.247
C 3.49018 -3.53418 1.25077 -0.025
C 2.15656 -3.61512 0.89874 -0.033
C 1.62145 -2.76125 -0.05638 -0.225
C 2.44852 -1.81567 -0.65427 -0.029
C 3.77954 -1.72124 -0.30578 -0.019
H 4.41798 -0.98352 -0.76982 0.116
H 2.02555 -1.14797 -1.38916 0.115
C 0.17436 -2.84114 -0.45721 -0.158
N -0.42851 -1.51926 -0.48205 -0.167
C -0.51775 -0.94053 0.84260 -0.168
C -1.03604 0.48455 0.71683 -0.172
N -2.35862 0.47281 0.12067 -0.133
C -3.05200 1.73434 0.26780 -0.180
H -3.03045 1.98546 1.33250 0.124
C -2.48294 2.93155 -0.52848 -0.134
C -3.32829 4.14307 -0.28191 -0.244
C -4.41956 4.42311 -1.09535 -0.044
C -5.22675 5.51760 -0.84265 -0.087
C -4.95567 6.34730 0.23181 -0.098
C -3.87281 6.07580 1.05067 -0.088
C -3.06735 4.98080 0.79569 -0.046
H -2.22120 4.77440 1.43620 0.112
H -3.65463 6.72043 1.88990 0.101
H -5.58419 7.20321 0.42896 0.099
H -6.06892 5.72480 -1.48697 0.101
H -4.63431 3.78206 -1.93916 0.111
H -2.47685 2.69039 -1.59261 0.111
H -1.45652 3.11823 -0.20859 0.112
H -4.09989 1.59093 -0.00360 0.115
C -2.28728 -0.09535 -1.22270 -0.306
C -1.74114 -1.52384 -1.09267 -0.149
H -1.64682 -1.96647 -2.08595 0.118
H -2.46006 -2.12193 -0.50325 0.141
C -3.65858 -0.11049 -1.90469 -0.137
H -4.36527 -0.64633 -1.26549 0.129
H -4.01654 0.91264 -2.02610 0.103
C -3.64694 -0.73200 -3.30458 -0.275
O -4.81139 -0.40813 -4.02871 -0.064
H -5.57806 -0.72660 -3.53923 0.087
H -2.82037 -0.32290 -3.89080 0.128
H -3.53192 -1.82278 -3.25061 0.114
H -1.57790 0.47318 -1.85367 0.154
H -1.10461 0.93701 1.70833 0.125
H -0.31462 1.06009 0.11269 0.126
H 0.47634 -0.93618 1.29508 0.124
H -1.19989 -1.52050 1.49016 0.132
H -0.36741 -3.52746 0.21926 0.127
H 0.11056 -3.25248 -1.47112 0.131
H 1.52315 -4.35226 1.37250 0.111
H 3.90135 -4.20143 1.99437 0.115
H 8.57111 -1.28684 1.64178 0.124
H 8.83566 -2.92387 1.01138 0.121
H 8.09374 -3.87834 3.21159 0.122